No. 1
# C5H13INO

A 2-piece molecular cluster, C5H13INO overall in a non-equilibrium geometry (ωB97M-V with the def2-TZVPD basis set, the Open Molecules 2025 dataset).

ORCA input file:
```
! wB97M-V def2-TZVPD RIJCOSX def2/J DEFGRID3
* xyz 1 1
C 1.700 -0.849 -0.445
C 0.768 1.436 -1.165
C -1.116 1.178 0.930
C -0.118 -0.802 1.831
C 0.813 0.288 -0.211
N 0.033 0.327 0.811
O -1.520 -0.973 -1.716
I -2.554 -2.232 -0.663
H 2.806 -0.520 -0.241
H 1.791 -1.194 -1.391
H 1.294 -1.681 0.165
H 0.737 2.387 -0.732
H -0.152 1.153 -1.665
H 1.585 1.360 -2.048
H -0.910 2.025 1.654
H -1.252 1.860 -0.022
H -2.064 0.586 1.095
H -0.819 -1.668 1.583
H 0.893 -0.974 2.004
H -0.577 -0.350 2.733
H -1.337 -1.358 -2.507
*
```

Its gap between HOMO and LUMO is 9.02 eV. The electronic energy is -625.6633 Eh.


No. 2
# C5H13InN4O7P2S

C5H13InN4O7P2S as an isolated structure (ωB97M-V with the def2-TZVPD basis set, the Open Molecules 2025 dataset).

ORCA input file:
```
! wB97M-V def2-TZVPD RIJCOSX def2/J DEFGRID3
* xyz 2 1
In 0.103 -0.262 0.591
C 2.449 -4.014 -1.282
C 1.678 -2.695 -1.331
O 1.463 -2.216 -2.659
P -0.055 -2.952 -0.820
O -0.096 -3.655 0.580
O -0.753 -3.951 -1.789
O -0.798 -1.614 -0.689
P 2.580 -1.391 -0.338
O 2.092 -1.751 1.197
O 4.014 -1.409 -0.573
O 1.764 -0.070 -0.517
H 1.999 -4.742 -1.956
H 2.475 -4.429 -0.274
H 3.479 -3.830 -1.590
H 2.302 -2.189 -3.143
H -0.361 -4.586 0.619
H -0.755 -3.748 -2.737
H 2.816 -2.080 1.753
C -2.480 4.498 0.053
C -2.099 3.654 1.210
N -2.276 3.917 2.461
N -1.755 2.840 3.132
C -1.260 1.913 2.341
S -0.535 0.430 2.821
N -1.468 2.408 1.101
N -1.088 1.729 -0.056
H -2.948 5.403 0.430
H -3.191 3.984 -0.596
H -1.605 4.782 -0.535
H -1.777 2.827 4.143
H -1.909 1.494 -0.611
H -0.461 2.308 -0.614
*
```

Its gap between HOMO and LUMO is 9.43 eV. The electronic energy is -2214.7327 Eh.


No. 3
# C5H13N

An isolated ion of composition C5H13N and charge -1 (ωB97M-V with the def2-TZVPD basis set, the Open Molecules 2025 dataset).

ORCA input file:
```
! wB97M-V def2-TZVPD RIJCOSX def2/J DEFGRID3
* xyz -1 2
C 0.842 1.774 0.591
C 1.609 2.030 -0.707
C -0.372 0.878 0.401
N -0.014 -0.509 0.197
C -1.055 -1.317 -0.401
C -0.897 -2.787 -0.003
H 0.503 2.682 1.074
H 1.490 1.328 1.352
H 2.588 2.474 -0.519
H 1.702 1.101 -1.264
H 1.033 2.761 -1.288
H -1.103 1.029 1.220
H -0.965 1.180 -0.465
H 0.313 -0.941 1.051
H -1.038 -1.267 -1.490
H -2.049 -0.977 -0.083
H -1.048 -2.887 1.081
H 0.111 -3.143 -0.248
H -1.649 -3.408 -0.502
*
```

Its gap between HOMO and LUMO (spin up / spin down) is 2.50 / 8.89 eV. The electronic energy is -252.9886 Eh.


No. 4
# C5H13N

A 2-piece molecular cluster, C5H13N overall in a non-equilibrium geometry (ωB97M-V with the def2-TZVPD basis set, the Open Molecules 2025 dataset).

ORCA input file:
```
! wB97M-V def2-TZVPD RIJCOSX def2/J DEFGRID3
* xyz 0 1
C -1.783 1.348 -0.315
C -2.346 0.292 0.376
N -2.582 -0.975 -0.270
H -1.390 1.173 -1.282
H -1.751 2.356 0.121
H -2.836 0.386 1.345
H -2.536 -0.892 -1.264
H -2.072 -1.742 0.018
C 1.305 -0.860 -0.967
C 2.003 0.211 -0.096
C 1.539 0.220 1.414
H 0.294 -0.596 -1.289
H 1.782 -0.928 -1.977
H 1.284 -1.853 -0.495
H 3.081 0.210 -0.154
H 1.683 1.147 -0.596
H 1.919 1.067 1.941
H 1.988 -0.697 1.994
H 0.420 0.133 1.496
*
```

Its gap between HOMO and LUMO is 9.90 eV. Its SMILES is C=CN.CCC. The electronic energy is -253.0054 Eh.


No. 5
# C5H13N

A single C5H13N molecule in a non-equilibrium geometry (ωB97M-V with the def2-TZVPD basis set, the Open Molecules 2025 dataset).

ORCA input file:
```
! wB97M-V def2-TZVPD RIJCOSX def2/J DEFGRID3
* xyz 0 1
C -1.908 -1.621 -0.644
C -2.104 -0.144 -0.282
C -0.634 0.459 0.251
N 0.487 -0.030 -0.519
C 1.925 0.606 -0.544
C 2.266 1.075 0.972
H -1.820 -2.303 0.173
H -2.859 -2.052 -1.019
H -1.164 -1.812 -1.429
H -2.844 -0.004 0.659
H -2.586 0.229 -1.186
H -0.618 1.582 0.110
H -0.568 0.164 1.379
H 0.714 -1.004 -0.142
H 1.941 1.561 -1.078
H 2.697 -0.123 -0.841
H 2.024 0.195 1.593
H 1.764 1.924 1.397
H 3.288 1.297 1.150
*
```

Its gap between HOMO and LUMO is 9.62 eV. Its SMILES is CCCNCC. The electronic energy is -252.9840 Eh.


No. 6
# C5H13N

C5H13N as an isolated structure in a non-equilibrium geometry (ωB97M-V with the def2-TZVPD basis set, the Open Molecules 2025 dataset).

ORCA input file:
```
! wB97M-V def2-TZVPD RIJCOSX def2/J DEFGRID3
* xyz 0 1
C 0.723 0.056 2.524
C 0.335 0.679 1.418
C -0.572 0.274 0.368
C -0.454 0.949 -0.831
C -1.664 -0.718 0.650
N 0.859 0.022 -2.821
H 1.119 0.546 3.406
H 0.647 -1.019 2.679
H 1.125 -1.707 -0.795
H 0.815 1.641 1.276
H 1.071 -1.986 -0.099
H -1.375 1.141 -1.373
H 0.049 1.899 -0.661
H 0.444 0.483 -1.622
H -2.621 -0.214 0.786
H -1.683 -1.444 -0.158
H -1.384 -1.185 1.592
H 0.693 0.640 -3.614
H 1.873 -0.055 -2.723
*
```

Its gap between HOMO and LUMO is 7.36 eV. The electronic energy is -252.8745 Eh.


No. 7
# C5H13N

A 2-piece molecular cluster, C5H13N overall in a non-equilibrium geometry (ωB97M-V with the def2-TZVPD basis set, the Open Molecules 2025 dataset).

ORCA input file:
```
! wB97M-V def2-TZVPD RIJCOSX def2/J DEFGRID3
* xyz 0 1
C 2.257 -2.412 1.220
C 1.115 -1.941 1.780
N 0.217 -1.044 1.152
H 2.385 -2.362 0.114
H 3.085 -2.544 1.916
H 0.745 -2.296 2.781
H 0.799 -0.449 0.378
H -0.639 -0.805 1.695
C 0.008 1.280 -1.967
C -1.602 1.416 -1.636
C -1.717 2.117 -0.253
H 0.308 0.550 -1.237
H 0.329 0.832 -2.954
H 0.667 2.092 -1.770
H -2.153 1.945 -2.568
H -2.096 0.345 -1.664
H -2.751 2.662 -0.184
H -0.985 3.106 -0.114
H -1.580 1.467 0.677
*
```

Its gap between HOMO and LUMO is 8.85 eV. Its SMILES is C=CN.CCC. The electronic energy is -252.9422 Eh.


No. 8
# C5H13N2

A 2-piece molecular cluster, C5H13N2 overall in a non-equilibrium geometry (ωB97M-V with the def2-TZVPD basis set, the Open Molecules 2025 dataset).

ORCA input file:
```
! wB97M-V def2-TZVPD RIJCOSX def2/J DEFGRID3
* xyz 1 1
N 1.353 0.320 -1.262
C 0.205 -0.017 -0.412
C 0.159 1.060 0.758
C 0.135 0.315 2.037
C 0.976 0.593 3.048
C -1.035 -0.019 -1.336
N -0.936 -1.152 -2.313
H 0.993 0.252 -2.217
H 0.272 -1.046 0.086
H 2.026 -0.475 -1.266
H -0.895 -1.745 0.460
H -0.722 1.680 0.703
H 1.074 1.681 0.636
H -0.676 -0.425 2.151
H 1.730 1.319 2.794
H 1.006 0.020 3.951
H -2.016 -0.076 -0.890
H -0.922 0.836 -1.981
H -1.043 -2.096 -1.946
H -1.684 -1.026 -3.001
*
```

Its gap between HOMO and LUMO is 5.28 eV. The electronic energy is -307.3152 Eh.


No. 9
# C5H13N2

An isolated ion of composition C5H13N2 and charge +1 in a non-equilibrium geometry (ωB97M-V with the def2-TZVPD basis set, the Open Molecules 2025 dataset).

ORCA input file:
```
! wB97M-V def2-TZVPD RIJCOSX def2/J DEFGRID3
* xyz 1 1
C -2.102 0.464 -0.904
C -0.804 0.640 -1.065
N -0.175 -0.277 -2.236
C 0.288 0.821 0.031
C 0.606 -0.432 0.866
C -0.026 -0.362 2.368
N 2.013 -0.545 0.765
H -2.659 -0.262 -1.522
H -2.819 1.017 -0.221
H 0.293 -1.175 -1.810
H -0.878 -0.410 -2.856
H 0.631 0.324 -2.455
H 1.076 1.311 -0.533
H -0.208 1.580 0.594
H 0.092 -1.242 0.412
H 0.049 0.540 2.987
H -1.073 -0.313 2.304
H 0.290 -1.249 2.918
H 2.149 -1.467 1.424
H 2.417 0.311 1.269
*
```

Its gap between HOMO and LUMO is 9.65 eV. Its SMILES is C=C([NH3+])C[C@H](C)N. The electronic energy is -307.4688 Eh.


No. 10
# C5H13N2

An isolated ion of composition C5H13N2 and charge +1 in a non-equilibrium geometry (ωB97M-V with the def2-TZVPD basis set, the Open Molecules 2025 dataset).

ORCA input file:
```
! wB97M-V def2-TZVPD RIJCOSX def2/J DEFGRID3
* xyz 1 1
C 1.646 -1.449 0.015
C 0.398 -0.565 -0.509
C -0.584 -1.449 -1.289
C -0.244 0.235 0.638
N 0.555 1.102 1.389
C -1.451 1.220 0.028
N -1.241 2.466 0.260
H 1.298 -2.444 0.332
H 2.340 -1.013 0.794
H 2.400 -1.622 -0.702
H 0.788 0.118 -1.317
H -1.549 -1.658 -0.762
H -0.270 -2.496 -1.568
H -0.813 -1.110 -2.341
H -0.751 -0.497 1.393
H 1.546 1.362 1.191
H 0.437 1.151 2.397
H -2.388 0.771 -0.443
H -1.781 3.256 -0.142
H -0.338 2.621 0.636
*
```

Its gap between HOMO and LUMO is 9.77 eV. Its SMILES is CC(C)[C@@H](N)C=[NH2+]. The electronic energy is -307.5263 Eh.


No. 11
# C5H13N2

An isolated ion of composition C5H13N2 and charge +1 in a non-equilibrium geometry (ωB97M-V with the def2-TZVPD basis set, the Open Molecules 2025 dataset).

ORCA input file:
```
! wB97M-V def2-TZVPD RIJCOSX def2/J DEFGRID3
* xyz 1 1
C 0.275 -2.156 2.235
C -0.272 -1.222 1.153
C 0.385 -1.256 -0.220
C 0.188 0.071 -1.071
N -0.542 1.167 -0.425
C -0.655 2.371 -0.940
N 0.111 2.801 -1.916
H -0.433 -2.153 3.060
H 1.245 -1.831 2.610
H 0.384 -3.176 1.872
H -0.086 -0.231 1.594
H -1.366 -1.282 1.133
H 1.465 -1.241 -0.085
H 0.123 -2.064 -0.892
H -0.201 -0.071 -2.081
H 1.204 0.482 -1.184
H -1.051 0.964 0.418
H -1.546 2.928 -0.672
H 0.772 2.169 -2.332
H 0.000 3.732 -2.257
*
```

Its gap between HOMO and LUMO is 11.21 eV. Its SMILES is CCCCNC=[NH2+]. The electronic energy is -307.5760 Eh.


No. 12
# C5H13N2

A 2-piece molecular cluster, C5H13N2 overall in a non-equilibrium geometry (ωB97M-V with the def2-TZVPD basis set, the Open Molecules 2025 dataset).

ORCA input file:
```
! wB97M-V def2-TZVPD RIJCOSX def2/J DEFGRID3
* xyz 1 1
C -3.169 -0.414 0.019
C -2.181 0.713 -0.271
C -0.891 0.254 -0.840
N 2.712 1.140 0.063
C 1.634 0.566 -0.711
C 0.355 0.606 -0.228
N 2.347 -1.630 1.220
H -4.115 -0.012 0.455
H -2.754 -1.138 0.736
H -2.645 1.446 -0.936
H -1.926 1.297 0.701
H -0.838 -0.137 -1.896
H 1.745 -1.221 0.475
H 3.074 1.963 -0.367
H 3.454 0.433 0.324
H 1.785 0.263 -1.716
H 0.298 1.107 0.764
H -3.423 -0.975 -0.896
H 1.915 -1.708 2.128
H 2.623 -2.553 0.976
*
```

Its gap between HOMO and LUMO is 6.61 eV. The electronic energy is -307.4711 Eh.